[1]
Here is a single C3H4N2O molecule from OMol25. Energies are from the ωB97M-V functional and the def2-TZVPD basis.

## Properties
E_LUMO: 0.71 eV
structure (SMILES): Nc1cnoc1
HOMO: -8.46 eV
DFT total energy: -301.3216 Eh
energy above the lowest of the compared OMol25 structures with the same formula, charge and spin: 103.9 kcal per mole

Each line ends with the natural charge from an NBO analysis.
Atoms and positions in Å:
C 0.192 0.103 -0.170  0.014
C -0.428 -1.085 -0.027  -0.101
C -0.801 1.011 -0.055  0.018
H 1.995 -0.901 0.296  0.410
H 2.220 1.021 0.103  0.409
H 0.106 -1.910 -0.181  0.194
H -0.959 2.133 -0.141  0.208
N 1.525 0.048 0.067  -0.838
N -1.840 -0.847 0.001  -0.092
O -2.009 0.428 0.107  -0.220



[2]
Here is a single C3H4N2O molecule from OMol25. Energies are from the ωB97M-V functional and the def2-TZVPD basis.

## Properties
E_LUMO: 0.68 eV
structure (SMILES): Oc1cnc[nH]1
HOMO: -8.60 eV
DFT total energy: -301.4488 Eh
energy above the lowest of the compared OMol25 structures with the same formula, charge and spin: 24.1 kcal per mole

Each line ends with the natural charge from an NBO analysis.
Atoms and positions in Å:
O 0.766 1.062 -1.627  -0.679
C 0.259 0.240 -0.662  0.373
C 0.835 -0.817 -0.010  -0.170
N 0.128 -1.129 1.126  -0.451
C -0.906 -0.341 1.118  0.168
N -0.918 0.527 0.064  -0.566
H 1.655 1.329 -1.336  0.495
H 1.659 -1.456 -0.305  0.213
H -1.690 -0.365 1.862  0.192
H -1.807 0.939 -0.210  0.425



[3]
Here is 2 unconnected molecules or ions with the total composition C3H4N2O2 from OMol25. Energies are from the ωB97M-V functional and the def2-TZVPD basis.

## Properties
E_LUMO: 0.86 eV
structure (SMILES): CN1C=N1.O=C=O
HOMO: -9.81 eV
DFT total energy: -376.6247 Eh
energy above the lowest of the compared OMol25 structures with the same formula, charge and spin: 87.3 kcal per mole

Each line ends with the natural charge from an NBO analysis.
Atoms and positions in Å:
C 1.003 0.970 0.303  -0.446
N 0.229 -0.179 -0.173  -0.350
N -0.599 0.186 -1.491  -0.210
C 0.425 -0.516 -1.517  0.192
O -2.115 -1.882 0.447  -0.525
C -1.891 -1.039 1.221  1.051
O -1.729 -0.218 2.036  -0.533
H 1.379 1.606 -0.509  0.184
H 0.364 1.562 0.963  0.217
H 1.847 0.586 0.887  0.209
H 1.088 -1.076 -2.166  0.212



[4]
Here is a single C3H4N2O2 molecule from OMol25. Energies are from the ωB97M-V functional and the def2-TZVPD basis.

## Properties
E_LUMO: 0.71 eV
structure (SMILES): Nc1coc(=O)[nH]1
HOMO: -8.23 eV
DFT total energy: -376.6829 Eh
energy above the lowest of the compared OMol25 structures with the same formula, charge and spin: 50.8 kcal per mole

Each line ends with the natural charge from an NBO analysis.
Atoms and positions in Å:
N 1.431 0.250 1.152  -0.808
C 0.375 -0.036 0.321  0.289
C 0.207 -1.079 -0.493  -0.100
O -1.128 -1.114 -0.945  -0.476
C -1.486 0.186 -0.878  0.890
O -2.152 0.726 -1.711  -0.537
N -0.752 0.799 0.206  -0.671
H 1.663 1.203 1.379  0.394
H 2.210 -0.384 1.038  0.396
H 0.877 -1.647 -1.113  0.213
H -1.245 1.096 1.043  0.410



[5]
Here is a single C3H4N2O2 molecule from OMol25. Energies are from the ωB97M-V functional and the def2-TZVPD basis.

## Properties
E_LUMO: -0.54 eV
structure (SMILES): N/C(C=O)=N/C=O
HOMO: -9.64 eV
DFT total energy: -376.6861 Eh
energy above the lowest of the compared OMol25 structures with the same formula, charge and spin: 48.7 kcal per mole

Each line ends with the natural charge from an NBO analysis.
Atoms and positions in Å:
N 1.696 -0.305 -0.691  -0.785
C 0.456 -0.002 -0.211  0.338
C -0.678 -0.895 -0.684  0.364
O -1.797 -0.746 -0.267  -0.448
C -0.955 1.045 1.323  0.535
O -1.731 1.961 1.247  -0.545
N 0.254 0.940 0.620  -0.499
H 2.444 0.335 -0.466  0.412
H 1.814 -0.873 -1.514  0.395
H -0.444 -1.688 -1.420  0.126
H -1.059 0.228 2.064  0.105



[6]
Here is a single C3H4N2O2 molecule from OMol25. Energies are from the ωB97M-V functional and the def2-TZVPD basis.

## Properties
E_LUMO: 0.42 eV
structure (SMILES): [H]/N=c1\o[nH]cc1O
HOMO: -7.57 eV
DFT total energy: -376.5403 Eh
energy above the lowest of the compared OMol25 structures with the same formula, charge and spin: 140.3 kcal per mole

Each line ends with the natural charge from an NBO analysis.
Atoms and positions in Å:
C 0.362 -0.518 -0.047  0.215
C 0.296 0.082 -1.270  -0.183
C -0.521 0.092 1.022  0.491
H 1.970 -1.924 -0.154  0.516
H 0.698 -0.032 -2.360  0.247
H 0.130 2.044 -1.216  0.365
H -1.829 -0.152 2.266  0.348
N -0.371 1.201 -1.001  -0.299
N -0.952 -0.579 1.976  -0.683
O 1.130 -1.444 0.359  -0.670
O -0.913 1.230 0.426  -0.348



[7]
Here is a single C3H4N2O2 molecule from OMol25. Energies are from the ωB97M-V functional and the def2-TZVPD basis.

## Properties
E_LUMO: 0.40 eV
structure (SMILES): Cc1nnc(O)o1
HOMO: -9.34 eV
DFT total energy: -376.6643 Eh
energy above the lowest of the compared OMol25 structures with the same formula, charge and spin: 62.4 kcal per mole

Each line ends with the natural charge from an NBO analysis.
Atoms and positions in Å:
C 0.374 0.826 -1.679  -0.666
C 0.340 0.245 -0.296  0.484
C -0.325 -0.696 1.514  0.699
H 0.396 0.073 -2.372  0.228
H -0.508 1.475 -1.813  0.233
H 1.249 1.475 -1.846  0.250
H -1.746 -1.839 1.684  0.504
N 1.349 0.345 0.617  -0.305
N 0.802 -0.161 1.832  -0.326
O -1.226 -1.261 2.253  -0.630
O -0.706 -0.482 0.104  -0.471



[8]
Here is a molecular structure, C3H4N2O2 from OMol25. Energies are from the ωB97M-V functional and the def2-TZVPD basis.

## Properties
E_LUMO: 0.03 eV
HOMO: -9.55 eV
DFT total energy: -376.5123 Eh
energy above the lowest of the compared OMol25 structures with the same formula, charge and spin: 157.8 kcal per mole

Each line ends with the natural charge from an NBO analysis.
Atoms and positions in Å:
C -0.308 0.710 0.388  -0.060
C -1.463 -0.140 0.070  0.058
C 0.935 -0.165 -0.031  0.603
H 0.649 2.028 -0.693  0.486
H -0.643 0.735 1.547  0.205
H -2.534 0.122 0.370  0.209
H 0.623 -2.358 0.173  0.374
N -1.119 -1.365 -0.128  -0.216
N 0.199 -1.167 -0.259  -0.409
O -0.434 1.881 -0.285  -0.679
O 2.104 -0.035 0.128  -0.570



[9]
Here is a single C3H4N2O2 molecule from OMol25. Energies are from the ωB97M-V functional and the def2-TZVPD basis.

## Properties
E_LUMO: 0.54 eV
structure (SMILES): Nc1coc(=O)[nH]1
HOMO: -8.79 eV
DFT total energy: -376.7144 Eh
energy above the lowest of the compared OMol25 structures with the same formula, charge and spin: 31.0 kcal per mole

Each line ends with the natural charge from an NBO analysis.
Atoms and positions in Å:
N -1.886 -0.231 -0.040  -0.822
C -0.527 0.087 0.104  0.225
C 0.041 1.252 0.420  0.041
O 1.412 1.174 0.280  -0.456
C 1.733 -0.101 -0.110  0.859
O 2.854 -0.495 -0.293  -0.593
N 0.532 -0.779 -0.252  -0.638
H -2.104 -1.175 0.257  0.370
H -2.185 -0.129 -1.005  0.380
H -0.371 2.196 0.735  0.219
H 0.514 -1.760 -0.021  0.415



[10]
Here is 2 unconnected molecules or ions with the total composition C3H4N2O2 from OMol25. Energies are from the ωB97M-V functional and the def2-TZVPD basis.

## Properties
E_LUMO: 0.41 eV
structure (SMILES): NN=C=O.C#CO
HOMO: -9.19 eV
DFT total energy: -376.5712 Eh
energy above the lowest of the compared OMol25 structures with the same formula, charge and spin: 120.9 kcal per mole

Each line ends with the natural charge from an NBO analysis.
Atoms and positions in Å:
C 1.991 0.097 -1.113  -0.395
C 1.762 0.351 0.033  0.301
C -1.817 0.916 -0.015  0.817
N -1.321 -1.458 -0.156  -0.622
N -1.693 -0.220 0.318  -0.398
O -1.976 2.069 -0.040  -0.535
O 1.478 0.545 1.291  -0.654
H 2.271 -0.109 -2.099  0.240
H -1.684 -2.145 0.501  0.366
H -0.302 -1.520 -0.183  0.371
H 1.291 1.474 1.464  0.509



Question: The lowest HOMO belongs to which entry?
Answer: number 3



Question: Which value of HOMO does entry 6 give?
Answer: -7.57 eV